1.
{"formula": "C33H36N11O5OsS", "method": "ωB97M-V with the def2-TZVPD basis set", "energy_ha": -2745.4920, "lumo_ev": [-8.334, -11.269], "homo_energy_ev": [-14.10, -14.09], "gap_ev": [5.762, 2.825], "charge": 3, "spin_multiplicity": 5, "species": ["Os", "C", "C", "C", "C", "C", "C", "C", "S", "O", "O", "N", "C", "C", "O", "O", "H", "H", "H", "H", "H", "H", "H", "H", "H", "C", "N", "C", "N", "C", "N", "C", "C", "C", "C", "C", "C", "C", "N", "N", "C", "O", "C", "C", "C", "C", "C", "C", "N", "C", "N", "C", "N", "C", "H", "H", "H", "H", "H", "H", "H", "H", "H", "H", "H", "H", "H", "H", "H", "H", "N", "C", "C", "N", "C", "C", "H", "H", "H", "H", "H", "H", "H", "H", "H", "H", "H"], "positions_angstrom": [[-0.249, -0.465, 0.060], [6.796, 1.556, 4.674], [5.797, 0.975, 3.728], [6.201, 0.250, 2.604], [5.277, -0.273, 1.718], [3.928, -0.075, 1.977], [3.488, 0.648, 3.088], [4.425, 1.162, 3.956], [2.729, -0.595, 0.824], [3.293, -1.217, -0.349], [1.686, -1.417, 1.467], [1.879, 0.749, 0.428], [2.299, 1.482, -0.680], [1.595, 0.751, -1.968], [2.225, 0.693, -2.971], [0.415, 0.310, -1.690], [7.806, 1.217, 4.459], [6.545, 1.300, 5.704], [6.780, 2.646, 4.613], [7.256, 0.102, 2.416], [5.587, -0.828, 0.841], [2.426, 0.790, 3.254], [4.104, 1.722, 4.825], [3.373, 1.504, -0.861], [1.868, 2.487, -0.696], [-3.587, -3.392, 3.499], [-2.511, -2.562, 2.944], [-2.357, -2.115, 1.710], [-1.229, -1.390, 1.653], [-0.733, -1.449, 2.938], [-1.495, -2.145, 3.725], [-4.182, -2.761, 4.738], [-4.472, -3.524, 5.862], [-5.022, -2.924, 6.987], [-5.258, -1.560, 7.015], [-4.958, -0.792, 5.892], [-4.436, -1.401, 4.753], [-5.152, 0.643, 5.878], [-5.582, 1.438, 6.810], [-5.547, 2.697, 6.320], [-5.097, 2.628, 5.103], [-4.828, 1.345, 4.764], [-4.857, 3.692, 4.151], [-5.159, 5.015, 4.475], [-4.912, 6.012, 3.547], [-4.364, 5.702, 2.311], [-4.073, 4.383, 1.983], [-3.519, 4.046, 0.616], [-2.421, 3.082, 0.702], [-2.355, 1.846, 0.240], [-1.163, 1.331, 0.577], [-0.545, 2.344, 1.279], [-1.293, 3.399, 1.366], [-4.320, 3.381, 2.904], [-3.169, -4.370, 3.738], [-4.343, -3.514, 2.722], [-3.053, -2.281, 0.902], [0.183, -0.981, 3.248], [-4.270, -4.589, 5.865], [-5.255, -3.527, 7.853], [-5.662, -1.077, 7.895], [-4.231, -0.787, 3.885], [-5.579, 5.235, 5.447], [-5.141, 7.040, 3.789], [-4.168, 6.492, 1.596], [-3.138, 4.946, 0.137], [-4.289, 3.613, -0.022], [-3.125, 1.356, -0.333], [0.442, 2.271, 1.699], [-4.104, 2.343, 2.673], [1.365, -4.969, -2.167], [2.095, -3.673, -2.376], [1.132, -2.505, -2.217], [0.519, -2.503, -0.865], [-0.230, -3.764, -0.690], [0.677, -4.988, -0.837], [2.009, -5.760, -2.246], [0.675, -5.086, -2.915], [2.545, -3.665, -3.368], [2.890, -3.603, -1.633], [0.335, -2.535, -2.963], [1.706, -1.602, -2.383], [1.285, -2.495, -0.185], [-1.029, -3.797, -1.434], [-0.684, -3.803, 0.299], [0.094, -5.902, -0.747], [1.448, -4.988, -0.066]], "forces_ev_per_angstrom": [[-0.150, 0.293, -0.816], [0.007, 0.106, 0.092], [-0.047, -0.084, -0.101], [-0.009, 0.024, 0.052], [0.032, -0.087, -0.182], [-0.357, -0.043, -0.423], [-0.094, -0.033, 0.077], [-0.006, -0.010, -0.041], [0.949, -0.491, 0.857], [0.055, 0.261, -0.037], [-0.146, 0.334, 0.045], [-0.705, -0.360, -0.453], [0.217, 0.054, 0.001], [1.012, 0.537, 0.226], [-0.372, -0.034, 0.077], [-1.075, -0.597, 0.291], [-0.001, -0.015, 0.006], [0.031, -0.044, -0.008], [0.014, -0.012, -0.037], [0.002, -0.011, 0.022], [0.049, 0.039, 0.020], [0.046, 0.049, 0.110], [-0.013, -0.012, 0.002], [-0.035, 0.012, -0.048], [-0.042, -0.020, -0.015], [-0.400, -0.178, 0.467], [0.151, 0.139, -0.455], [-0.201, 0.133, 0.136], [0.527, -0.016, -0.209], [-0.206, -0.110, 0.042], [0.117, -0.033, 0.180], [0.094, 0.081, 0.010], [0.052, -0.091, -0.113], [-0.023, 0.009, 0.031], [0.020, 0.092, -0.052], [0.147, -0.336, -0.292], [-0.118, 0.081, 0.094], [-0.326, 1.032, 0.528], [0.109, -1.258, 0.112], [0.161, 0.935, -0.778], [-0.354, -0.364, 1.111], [0.231, -0.200, -0.519], [0.122, 0.085, -0.393], [0.022, -0.129, -0.012], [-0.014, -0.001, 0.047], [0.054, 0.001, -0.154], [0.066, 0.037, 0.046], [-0.427, 0.384, 0.192], [0.096, -0.473, -0.085], [-0.049, 0.154, -0.109], [0.600, -0.430, 0.043], [-0.244, 0.141, -0.045], [0.153, 0.147, 0.081], [-0.092, -0.008, 0.120], [0.043, 0.025, -0.061], [0.113, 0.025, -0.129], [-0.001, -0.044, 0.033], [0.008, -0.011, 0.009], [-0.003, 0.007, 0.013], [0.009, 0.006, 0.008], [-0.016, -0.020, 0.007], [0.032, -0.002, -0.003], [-0.004, 0.039, -0.007], [0.000, -0.001, 0.000], [-0.001, 0.004, 0.020], [0.085, -0.081, -0.069], [0.102, -0.097, -0.070], [-0.022, 0.044, 0.010], [0.007, -0.024, 0.026], [-0.005, 0.009, -0.008], [0.016, -0.006, -0.049], [-0.013, 0.376, -0.005], [0.030, -0.040, -0.083], [0.098, 0.623, 0.557], [-0.029, -0.140, -0.037], [-0.254, 0.171, 0.258], [0.024, -0.019, 0.009], [0.008, -0.076, -0.028], [-0.047, -0.107, -0.023], [0.007, -0.137, 0.016], [-0.013, 0.050, 0.014], [-0.002, 0.030, -0.006], [0.071, -0.242, -0.040], [-0.045, 0.045, 0.044], [0.042, 0.002, -0.001], [0.054, -0.043, -0.071], [0.076, -0.044, -0.077]]}

***

2.
{"formula": "C33H36NO3PSTm", "method": "ωB97M-V with the def2-TZVPD basis set", "energy_ha": -3384.0839, "lumo_ev": [-2.462, -2.448], "homo_energy_ev": [-10.51, -10.50], "gap_ev": [8.045, 8.056], "charge": 1, "spin_multiplicity": 3, "species": ["Tm", "C", "C", "C", "C", "C", "C", "P", "C", "C", "C", "C", "C", "C", "C", "C", "C", "C", "C", "C", "H", "H", "H", "H", "H", "H", "H", "H", "H", "H", "H", "H", "H", "H", "N", "C", "C", "O", "O", "H", "H", "H", "H", "H", "C", "S", "O", "C", "C", "C", "C", "C", "C", "H", "H", "H", "H", "H", "H", "H", "H", "C", "C", "C", "C", "C", "C", "H", "H", "H", "H", "H", "H", "H", "H", "H"], "positions_angstrom": [[-0.596, -0.597, 0.287], [1.339, 0.736, 4.455], [0.798, -0.399, 3.886], [1.240, -0.834, 2.632], [2.219, -0.136, 1.926], [2.764, 1.008, 2.523], [2.337, 1.429, 3.769], [2.576, -0.486, 0.157], [4.366, -0.239, -0.001], [5.275, -0.599, 0.996], [6.636, -0.429, 0.794], [7.103, 0.091, -0.407], [6.208, 0.445, -1.406], [4.844, 0.284, -1.200], [2.203, -2.246, -0.026], [3.169, -3.248, 0.031], [2.780, -4.572, -0.101], [1.430, -4.876, -0.239], [0.484, -3.858, -0.263], [0.827, -2.500, -0.200], [1.006, 1.072, 5.428], [0.045, -0.969, 4.415], [0.883, -1.791, 2.256], [3.536, 1.567, 2.005], [2.785, 2.307, 4.218], [4.918, -1.012, 1.932], [7.334, -0.710, 1.572], [8.166, 0.219, -0.563], [6.570, 0.849, -2.342], [4.145, 0.563, -1.981], [4.217, -3.001, 0.162], [3.522, -5.361, -0.082], [1.117, -5.910, -0.321], [-0.559, -4.150, -0.328], [1.351, 4.285, -0.046], [0.494, 3.598, -1.002], [0.266, 2.188, -0.537], [-0.139, 1.277, -1.243], [0.492, 1.956, 0.734], [2.331, 4.178, -0.279], [0.872, 2.772, 1.135], [1.150, 5.274, 0.001], [0.834, 3.581, -2.038], [-0.501, 4.051, -0.986], [-4.640, -1.886, 0.027], [-3.201, -2.921, -0.086], [-2.157, -2.235, 0.797], [-2.633, -2.557, -1.714], [-2.408, -1.227, -2.066], [-1.699, -0.949, -3.222], [-1.255, -1.992, -4.034], [-1.521, -3.306, -3.692], [-2.204, -3.599, -2.514], [-4.307, -0.847, 0.030], [-5.129, -2.125, 0.969], [-5.297, -2.114, -0.812], [-2.795, -0.409, -1.458], [-1.503, 0.080, -3.494], [-0.700, -1.772, -4.936], [-1.173, -4.113, -4.325], [-2.368, -4.626, -2.210], [-5.671, 2.085, 0.884], [-4.369, 2.587, 0.246], [-4.550, 2.685, -1.274], [-4.019, 3.969, 0.813], [-3.275, 1.641, 0.546], [-2.369, 0.857, 0.795], [-6.485, 2.781, 0.671], [-5.566, 1.993, 1.966], [-5.948, 1.108, 0.482], [-5.334, 3.407, -1.512], [-4.839, 1.720, -1.695], [-3.625, 3.005, -1.758], [-4.831, 4.673, 0.615], [-3.109, 4.357, 0.348], [-3.857, 3.921, 1.890]], "forces_ev_per_angstrom": [[0.017, 0.113, -0.028], [0.069, 0.069, -0.034], [-0.040, -0.051, -0.118], [-0.149, -0.070, 0.077], [0.152, 0.014, 0.017], [-0.039, -0.004, 0.002], [-0.030, -0.008, 0.049], [-0.198, 0.068, -0.022], [0.029, -0.062, 0.028], [0.028, 0.015, 0.010], [-0.031, 0.001, -0.021], [-0.015, -0.004, 0.006], [-0.029, -0.016, 0.042], [0.049, 0.039, -0.026], [0.197, -0.152, -0.020], [0.013, -0.062, -0.075], [-0.048, 0.024, 0.013], [0.055, 0.059, -0.011], [0.053, -0.100, -0.026], [-0.110, 0.083, 0.255], [0.014, 0.013, -0.018], [0.008, -0.007, -0.014], [-0.013, -0.120, -0.054], [0.010, -0.006, 0.001], [0.000, -0.005, 0.000], [-0.016, 0.008, -0.001], [-0.004, 0.002, -0.007], [-0.009, 0.001, 0.002], [0.000, -0.006, 0.004], [-0.006, -0.011, 0.013], [-0.026, -0.008, -0.009], [-0.015, -0.002, 0.007], [0.012, 0.007, 0.006], [-0.012, 0.004, -0.005], [0.025, -0.063, -0.030], [-0.051, 0.076, 0.093], [-0.128, -0.211, -0.153], [-0.143, -0.298, 0.178], [-0.022, -0.005, 0.043], [0.000, 0.039, -0.020], [-0.029, 0.064, 0.008], [-0.022, -0.009, 0.048], [0.044, -0.013, -0.018], [0.006, 0.047, -0.076], [-0.089, 0.158, 0.024], [0.228, -0.246, 0.360], [0.249, 0.293, -0.143], [0.086, 0.131, -0.116], [0.138, 0.131, -0.108], [-0.027, 0.015, -0.074], [-0.013, 0.022, 0.019], [-0.027, -0.040, 0.052], [0.065, -0.008, -0.120], [-0.087, 0.010, 0.004], [0.003, 0.023, -0.006], [-0.007, 0.004, 0.025], [0.019, 0.008, 0.040], [0.006, -0.008, -0.008], [-0.008, -0.001, 0.010], [-0.014, 0.015, 0.019], [-0.003, 0.012, -0.006], [-0.032, 0.009, -0.003], [0.027, -0.026, 0.114], [-0.002, -0.021, -0.022], [0.010, 0.017, -0.011], [0.100, -0.070, 0.023], [-0.253, 0.137, -0.188], [0.013, -0.012, 0.008], [0.010, 0.006, -0.016], [0.003, 0.011, 0.012], [0.005, -0.004, -0.002], [0.011, 0.001, -0.001], [-0.002, 0.010, 0.000], [0.016, -0.013, 0.001], [-0.012, -0.004, 0.008], [-0.010, -0.014, -0.011]]}

***

The calculation returns the following energy relative to the best compared isomer or geometry (same formula, charge and spin) values, one per record and in order: 21.7 5.8 kcal/mol.